This record from the Open Molecules 2025 dataset describes C30H26N3O4Pt as an isolated structure. The level of theory is wB97M-V/def2-TZVPD.

The spin multiplicity is 1. The total charge is -1. The total energy is -47442.802 eV. The value obtained for the orbital gap is 7.089 eV. As for the energy above the lowest of the compared OMol25 structures with the same formula, charge and spin: 0.000 eV.

Each line ends with the Mulliken charge.
Atoms and positions in Å:
Pt  0.002  -0.533  0.296  1.1619
C  -4.325  0.545  0.794  -1.4800
C  -4.126  -0.299  -0.423  1.1900
C  -5.039  -0.287  -1.465  -0.9050
C  -4.834  -1.046  -2.603  -0.6857
C  -3.683  -1.807  -2.725  -1.0108
C  -2.753  -1.849  -1.703  1.1024
C  -1.488  -2.640  -1.814  -1.0503
C  -2.988  -1.118  -0.525  -0.1971
N  -2.071  -1.223  0.505  0.3059
C  -2.386  -1.719  1.703  0.4246
O  -3.488  -2.139  2.052  -0.7360
C  -1.192  -1.741  2.617  0.1641
C  -1.251  -1.658  3.999  -0.8292
C  -0.062  -1.593  4.718  -0.2740
C  1.146  -1.597  4.028  -0.7585
C  1.129  -1.698  2.649  0.2661
N  -0.021  -1.806  1.970  -0.2327
C  2.353  -1.647  1.775  0.2656
O  3.470  -1.939  2.198  -0.7499
N  2.062  -1.249  0.531  0.2767
C  3.055  -1.200  -0.446  -0.3185
C  3.251  -2.303  -1.290  0.9933
C  2.375  -3.509  -1.130  -1.2030
C  4.227  -2.234  -2.269  -0.8975
C  5.003  -1.097  -2.418  -0.7112
C  4.800  -0.008  -1.588  -0.9074
C  3.836  -0.043  -0.595  1.3839
C  3.590  1.125  0.310  -1.2303
H  -5.107  1.286  0.634  0.4606
H  -3.394  1.055  1.050  0.1742
H  -4.605  -0.082  1.642  0.2656
H  -5.925  0.330  -1.388  0.3726
H  -5.556  -1.028  -3.406  0.3820
H  -3.511  -2.382  -3.625  0.3693
H  -1.384  -3.085  -2.802  0.4104
H  -1.463  -3.433  -1.064  0.3038
H  -0.631  -1.970  -1.619  -0.0817
H  -2.216  -1.630  4.481  0.5064
H  -0.078  -1.507  5.795  0.4366
H  2.098  -1.510  4.529  0.4982
H  2.212  -3.717  -0.074  0.2381
H  2.819  -4.383  -1.604  0.4504
H  1.402  -3.315  -1.584  0.0478
H  4.374  -3.079  -2.930  0.3915
H  5.763  -1.056  -3.187  0.3937
H  5.398  0.885  -1.718  0.3683
H  4.124  2.006  -0.039  0.4225
H  3.913  0.899  1.328  0.2425
H  2.522  1.350  0.343  -0.0004
O  -0.601  1.710  1.116  -0.7379
C  -0.221  2.143  0.011  0.6296
O  0.099  1.390  -0.951  -1.0283
C  -0.130  3.627  -0.187  0.2523
C  -0.103  4.456  0.928  -0.4246
C  -0.039  5.828  0.768  -0.5018
C  -0.007  6.374  -0.505  -0.3774
C  -0.031  5.549  -1.618  -0.5263
C  -0.082  4.175  -1.463  -0.2874
H  -0.137  4.000  1.906  0.4158
H  -0.022  6.480  1.629  0.3823
H  0.033  7.449  -0.629  0.3634
H  -0.017  5.989  -2.606  0.3847
H  -0.093  3.509  -2.312  0.4459

---

This record from the Open Molecules 2025 dataset describes C30H26N6O2ReS as an isolated structure. The level of theory is wB97M-V/def2-TZVPD.

The spin multiplicity is 2. The expectation value of S² is 0.8880. The total charge is +2. The total energy is -57516.503 eV. The value obtained for the orbital gap (alpha / beta) is 6.011 / 5.324 eV. As for the energy above the lowest of the compared OMol25 structures with the same formula, charge and spin: 1.780 eV.

Each line ends with the Mulliken charge.
Atoms and positions in Å:
Re  -0.099  -0.457  -1.143  0.8001
C  3.272  0.150  -2.892  -1.2672
O  2.466  0.231  -1.726  -0.1676
C  2.848  1.086  -0.741  0.6974
C  3.926  1.960  -0.812  -0.6474
C  4.277  2.720  0.291  -0.7820
C  3.582  2.599  1.490  -0.8871
C  2.520  1.728  1.585  -0.4924
C  2.117  0.989  0.467  0.3121
N  1.065  0.075  0.528  0.2688
N  0.883  -0.462  1.668  -0.2792
C  0.388  -1.640  1.964  0.2914
C  0.332  -2.667  0.912  0.9370
O  0.429  -2.353  -0.302  -0.7777
C  0.220  -4.024  1.337  -0.9785
C  0.031  -4.349  2.640  -0.7498
C  -0.017  -3.363  3.672  0.7156
C  -0.193  -3.719  5.015  -0.8172
C  -0.224  -2.747  5.999  -0.5917
C  -0.098  -1.403  5.659  -0.8775
C  0.080  -1.028  4.343  -0.5026
C  0.145  -1.997  3.333  0.4815
H  4.304  -0.091  -2.627  0.5078
H  2.856  -0.657  -3.489  0.2757
H  3.235  1.083  -3.461  0.4454
H  4.497  2.045  -1.722  0.5376
H  5.110  3.401  0.217  0.4388
H  3.885  3.187  2.342  0.4474
H  1.965  1.625  2.505  0.5465
H  0.254  -4.786  0.573  0.5225
H  -0.086  -5.386  2.925  0.4520
H  -0.295  -4.763  5.275  0.4508
H  -0.359  -3.031  7.032  0.4312
H  -0.138  -0.651  6.429  0.4575
H  0.172  0.016  4.083  0.4408
C  -2.858  1.622  3.159  -0.6104
C  -2.818  0.384  2.533  -0.7802
C  -2.279  0.269  1.267  -0.0944
C  -1.776  1.402  0.617  0.2760
C  -1.817  2.645  1.250  -0.4098
C  -2.358  2.744  2.517  -0.7181
N  -1.216  1.266  -0.665  0.9176
N  -1.329  2.249  -1.463  -1.0326
C  -0.783  2.031  -2.680  0.3760
C  -0.872  2.972  -3.717  -0.4513
C  -0.388  2.641  -4.962  -0.6373
C  0.193  1.392  -5.176  -0.9281
C  0.290  0.465  -4.148  -0.4366
C  -0.176  0.750  -2.870  0.7315
H  -3.279  1.709  4.147  0.4652
H  -3.209  -0.486  3.038  0.4791
H  -2.280  -0.691  0.757  0.4158
H  -1.408  3.502  0.740  0.5413
H  -2.385  3.704  3.006  0.4441
H  -1.334  3.926  -3.524  0.5335
H  -0.469  3.341  -5.778  0.4577
H  0.559  1.140  -6.160  0.5038
H  0.719  -0.506  -4.358  0.6954
N  -2.768  -2.332  -4.659  -0.3859
C  -2.456  -1.579  -3.615  1.0058
N  -3.086  -0.430  -3.400  -0.2860
S  -1.277  -2.168  -2.519  -0.4559
H  -3.534  -2.099  -5.275  0.2196
H  -2.317  -3.222  -4.798  0.2233
H  -3.779  -0.080  -4.045  0.2359
H  -2.862  0.125  -2.587  0.0652

---

This record from the Open Molecules 2025 dataset describes C30H26N6P2Pd as an isolated structure. The level of theory is wB97M-V/def2-TZVPD.

The spin multiplicity is 1. The total charge is +2. The total energy is -62515.704 eV. The value obtained for the orbital gap (alpha / beta) is 5.947 / 5.877 eV.

Each line ends with the Mulliken charge.
Atoms and positions in Å:
Pd  -1.028  -1.025  -0.581  -0.4219
N  1.076  1.021  -0.873  -0.0597
P  1.409  -0.663  -0.669  0.5654
C  3.214  -0.690  -0.901  0.8681
C  3.992  0.464  -0.838  -0.2464
C  5.354  0.378  -1.063  -0.9252
C  5.944  -0.844  -1.350  -0.5056
C  5.176  -1.997  -1.370  -0.7771
C  3.813  -1.921  -1.152  -0.2920
C  1.244  -0.832  1.158  1.2292
C  0.408  -1.838  1.652  -0.2918
C  0.316  -2.058  3.017  -0.8822
C  1.024  -1.247  3.887  -0.6643
C  1.832  -0.231  3.396  -0.6354
C  1.962  -0.026  2.034  -0.7435
P  -0.599  1.342  -0.838  1.0020
C  -0.809  1.670  0.958  0.7130
C  -1.642  0.876  1.742  0.0451
C  -1.743  1.128  3.101  -0.6871
C  -1.004  2.151  3.672  -0.6174
C  -0.173  2.936  2.888  -0.7766
C  -0.072  2.702  1.529  -0.6294
C  -0.751  2.988  -1.577  0.8116
C  0.198  3.540  -2.436  -0.4274
C  0.033  4.838  -2.887  -0.7843
C  -1.087  5.571  -2.524  -0.5036
C  -2.054  5.007  -1.702  -0.7333
C  -1.893  3.717  -1.236  -0.4692
H  1.651  1.521  -1.545  0.3218
H  3.559  1.425  -0.600  0.4827
H  5.964  1.266  -1.018  0.4202
H  7.002  -0.895  -1.556  0.4191
H  5.643  -2.950  -1.566  0.4248
H  3.207  -2.818  -1.179  0.2653
H  -0.127  -2.508  0.963  0.4384
H  -0.289  -2.871  3.392  0.4900
H  0.956  -1.416  4.949  0.4520
H  2.381  0.391  4.083  0.4640
H  2.623  0.739  1.654  0.4108
H  -2.227  0.069  1.285  0.1452
H  -2.401  0.533  3.716  0.4854
H  -1.083  2.340  4.732  0.4543
H  0.391  3.737  3.341  0.4665
H  0.572  3.311  0.911  0.4602
H  1.065  2.978  -2.750  0.3228
H  0.773  5.277  -3.536  0.4350
H  -1.212  6.576  -2.894  0.4170
H  -2.932  5.577  -1.438  0.4234
H  -2.632  3.269  -0.585  0.3792
N  -5.475  -1.544  -1.048  0.1287
C  -4.524  -0.632  -0.806  -0.3709
N  -3.351  -1.233  -0.744  0.1189
C  -3.646  -2.547  -0.968  -0.0426
N  -4.934  -2.747  -1.145  -0.5706
C  -2.641  -3.585  -1.048  0.4295
C  -2.989  -4.944  -0.967  -0.2173
N  -2.078  -5.876  -1.093  -0.5091
C  -0.829  -5.528  -1.317  -0.3430
C  -0.458  -4.183  -1.372  -0.2313
N  -1.366  -3.222  -1.230  -0.1483
H  -6.475  -1.431  -1.170  0.2129
H  -4.694  0.418  -0.681  0.5308
H  -4.011  -5.244  -0.794  0.4786
H  -0.114  -6.325  -1.459  0.4120
H  0.566  -3.884  -1.553  0.3827

---

This record from the Open Molecules 2025 dataset describes C30H26N8O3RuS3 as an isolated structure. The level of theory is wB97M-V/def2-TZVPD.

The spin multiplicity is 2. The expectation value of S² is 0.7937. The total charge is +1. The total energy is -84675.656 eV. The value obtained for the orbital gap (alpha / beta) is 5.559 / 6.025 eV.

Each line ends with the Mulliken charge.
Atoms and positions in Å:
Ru  -0.788  -1.584  -1.356  0.3635
N  3.549  -7.383  -5.727  -0.4676
C  2.744  -6.467  -5.124  1.1988
C  1.774  -6.874  -4.190  -0.8667
C  0.954  -5.948  -3.584  -0.4003
C  1.096  -4.609  -3.906  0.0612
C  2.042  -4.178  -4.829  -0.6180
C  2.867  -5.100  -5.429  -0.8606
S  0.051  -3.366  -3.239  1.6462
O  -0.707  -2.828  -4.321  -0.7345
O  -0.717  -3.837  -2.060  -0.6787
N  0.966  -2.141  -2.567  -0.8156
C  1.721  -2.601  -1.489  1.0770
N  2.362  -3.767  -1.536  -0.3003
C  2.986  -4.176  -0.444  -0.2807
C  3.004  -3.433  0.730  -0.9258
C  2.344  -2.222  0.676  -0.0278
N  1.714  -1.805  -0.418  -0.0992
H  3.437  -8.362  -5.547  0.1881
H  4.219  -7.098  -6.415  0.1897
H  1.677  -7.926  -3.957  0.3213
H  0.207  -6.247  -2.860  0.4829
H  2.118  -3.123  -5.059  0.4638
H  3.612  -4.783  -6.148  0.3002
H  3.485  -5.136  -0.522  0.4293
H  3.501  -3.776  1.624  0.4434
H  2.320  -1.552  1.529  0.3139
S  -2.517  -1.406  -3.035  -0.2162
C  -3.151  -0.096  -2.138  0.9289
N  -2.453  0.445  -1.186  -0.3409
C  -3.177  1.418  -0.521  -1.0551
C  -2.780  2.161  0.586  0.2076
C  -3.681  3.025  1.175  -0.9133
C  -4.961  3.209  0.651  -0.4930
C  -5.367  2.509  -0.467  -0.6417
C  -4.477  1.607  -1.032  0.8751
S  -4.749  0.545  -2.376  -0.1955
H  -1.781  2.060  0.980  0.6413
H  -3.386  3.571  2.059  0.4976
H  -5.638  3.910  1.122  0.4016
H  -6.357  2.634  -0.885  0.3941
C  -1.355  7.617  2.492  -1.4876
C  -0.597  6.365  2.836  0.7744
C  0.124  5.666  1.876  -0.9311
C  0.842  4.523  2.194  -0.1991
C  0.854  4.052  3.503  0.5174
N  1.667  2.975  3.947  -0.0212
C  2.335  2.012  3.246  0.0894
O  3.397  1.564  3.605  -0.6314
N  1.729  1.513  2.066  0.1034
C  0.537  0.801  2.010  -0.1775
C  -0.372  0.654  3.061  -0.1017
C  -1.424  -0.233  2.918  -0.8152
C  -1.551  -0.981  1.757  -0.8593
N  -0.718  -0.800  0.732  0.0348
C  0.261  0.101  0.834  -0.0833
C  0.128  4.740  4.473  -0.5029
C  -0.584  5.878  4.141  -0.7988
H  -1.546  7.678  1.421  0.3647
H  -0.780  8.498  2.784  0.3168
H  -2.304  7.656  3.026  0.3750
H  0.139  6.027  0.855  0.3656
H  1.425  4.032  1.431  0.4636
H  2.069  3.119  4.862  0.2602
H  2.432  1.164  1.432  0.2829
H  -0.245  1.205  3.983  0.5501
H  -2.132  -0.376  3.722  0.4705
H  -2.317  -1.735  1.637  0.4518
H  0.910  0.218  -0.024  0.8806
H  0.145  4.390  5.499  0.4148
H  -1.133  6.405  4.913  0.3993